1.
C2H4N2O in the gas phase in a non-equilibrium geometry, computed with ωB97M-V with the def2-TZVPD basis set.

Output
* E_HOMO: -9.63 eV
* energy relative to the best compared isomer or geometry (same formula, charge and spin): 11.5 kcal per mole
* electronic energy: -7165.9804 eV
* structure (SMILES): [H]/N=C(/N)C=O
* max |F|: 1.10 eV Å⁻¹
* frontier orbital gap: 9.6 eV

```
9
C2H4N2O ωB97M-V with the def2-TZVPD basis set
C -0.29 -0.03 -0.21
C 1.22 -0.09 -0.05
H -2.00 0.29 0.92
H -0.52 0.28 1.81
H -0.12 -0.24 -2.03
H 1.62 -0.10 1.00
N -0.99 0.17 0.94
N -0.86 -0.12 -1.35
O 1.95 -0.17 -1.01
```

---

2.
C5H9N3O in the gas phase in a non-equilibrium geometry, computed with ωB97M-V with the def2-TZVPD basis set.

Output
* E_HOMO: -8.62 eV
* energy relative to the best compared isomer or geometry (same formula, charge and spin): 153.7 kcal per mole
* electronic energy: -11842.7422 eV
* structure (SMILES): NC[C@@]12C[C@@H]1C(=O)NN2
* max |F|: 8.01 eV Å⁻¹
* frontier orbital gap: 9.3 eV

```
18
C5H9N3O ωB97M-V with the def2-TZVPD basis set
C -1.64 0.57 -0.34
C -0.10 0.17 -0.16
C -0.02 -0.53 0.99
C 0.93 -0.91 -0.34
C 2.31 -0.40 -0.21
H -2.50 -0.82 0.81
H -3.13 -0.99 -0.87
H -2.26 1.38 0.08
H -1.54 0.71 -1.55
H 0.22 -0.01 1.94
H -0.64 -1.50 1.11
H 0.83 -1.92 -0.94
H 2.79 1.65 0.84
H 0.63 2.05 -0.89
N -2.19 -0.85 -0.20
N 2.15 1.00 0.08
N 0.76 1.41 -0.06
O 3.40 -0.99 -0.28
```

---

3.
A molecular structure, C4H9N2 in a non-equilibrium geometry, computed with ωB97M-V with the def2-TZVPD basis set.

Output
* E_HOMO: -11.90 eV
* energy relative to the best compared isomer or geometry (same formula, charge and spin): 85.1 kcal per mole
* electronic energy: -7264.4516 eV
* max |F|: 2.43 eV Å⁻¹
* total charge: +1
* frontier orbital gap: 8.2 eV

```
15
C4H9N2 ωB97M-V with the def2-TZVPD basis set
C 0.41 1.29 -0.71
C 1.52 0.24 -0.59
C 0.51 -1.85 0.44
C -0.50 0.12 -0.41
N 0.52 -0.69 -0.09
N -1.74 0.17 0.40
H 0.47 2.07 0.05
H 0.28 1.75 -1.69
H 1.98 -0.09 -1.53
H 2.30 0.45 0.14
H 1.43 -2.41 0.53
H -0.40 -2.29 0.79
H -1.61 -0.29 1.32
H -2.52 -0.28 -0.09
H -1.99 1.15 0.56
```